ORCA calculation (wB97M-V/def2-TZVPD) on a 7-piece molecular cluster, C28H51BN3O19P overall at a distorted geometry.

```
103
Properties=species:S:1:pos:R:3:forces:R:3
C -2.312384 -4.141401 -0.860556 -0.06 0.22 -0.45
B 2.446641 -3.050651 -1.955786 1.74 -0.93 -0.62
C 0.727484 -9.668554 -1.258389 -0.47 -0.21 0.17
H -1.515902 -4.635527 -0.258375 -0.64 0.50 -0.29
O 0.546264 7.530575 -1.677694 0.54 -0.39 0.09
H -5.200797 -3.851416 0.793841 -0.09 0.07 0.08
H -6.118148 5.887333 1.666506 0.06 0.02 -0.05
H 0.011229 -10.180704 -0.616468 -0.10 0.17 -0.09
C -6.550389 -5.750831 1.982466 0.07 -0.52 -0.11
H 2.821313 -5.305170 -1.655315 0.36 1.32 0.42
O 2.423669 6.381429 -1.147935 -0.68 0.13 -0.36
C 1.962767 -9.229559 -0.523882 0.68 -0.58 0.24
H -1.122468 -0.703841 -0.567046 0.26 -0.83 -0.06
H -0.794416 5.517126 -3.800485 0.15 -0.15 0.10
H 3.279012 3.252672 -0.453447 -0.04 -0.10 0.05
H -0.110526 -0.476021 -2.458464 0.38 -0.13 0.19
H 7.254877 7.041479 3.239833 0.00 -0.12 0.04
C -0.413166 7.363880 -2.728049 -0.73 0.46 -0.10
H -4.236642 3.142551 0.850044 -0.05 0.18 0.05
C -4.852447 -3.860246 1.828874 0.04 0.01 -0.14
O 1.305242 1.338975 0.743976 -0.10 -0.33 0.58
C -1.723397 8.053681 -2.397819 -0.23 -0.02 0.08
O 2.382044 -8.118406 -1.325873 -0.44 0.20 -0.16
O 7.340407 4.090001 2.734760 -0.41 -0.25 -0.15
H -2.952175 -0.970592 -1.581594 0.01 -0.22 -0.06
C -5.030518 5.002025 0.029608 -0.23 0.48 0.82
O 6.145467 2.176475 2.809548 -0.08 0.19 -0.08
C 2.552868 2.753131 2.002220 0.08 0.26 0.32
H 4.040450 -9.836419 -0.541923 -0.09 0.08 0.11
C -7.791425 -4.800681 3.583141 -0.41 0.14 0.27
C 1.258213 -7.583337 -1.866123 -0.02 0.36 -0.24
C -5.729026 -4.726862 2.713518 0.67 0.54 -0.42
H 2.559776 3.706353 2.529524 -0.03 -0.17 0.15
H -1.135540 5.423905 -2.066647 0.06 0.24 0.00
N -3.144364 -1.976072 -1.556656 0.84 -0.78 0.56
C 3.052250 -10.280318 -0.418810 0.06 -0.19 -0.03
H -6.959812 -5.384759 1.036486 0.16 0.13 0.04
H 0.152423 -3.597948 -1.728320 -0.29 0.11 0.21
H 0.019171 7.798564 -3.635954 0.07 -0.09 0.05
C -0.492657 5.867962 -2.815104 0.19 -0.10 -0.43
H 1.721932 -8.840792 0.470926 -0.10 0.02 -0.09
C -2.151393 -2.600563 -1.011474 -0.20 1.22 -0.27
H -5.885232 5.319328 -0.576359 0.07 -0.12 -0.06
O -6.753173 -3.955254 3.354552 -0.32 -0.36 0.10
H -3.829236 -4.238157 1.820900 -0.05 0.06 0.05
O 3.181535 -2.556439 -3.094917 -1.28 -0.62 0.61
H 1.851571 2.685968 -1.313651 -0.13 0.02 0.10
H 8.269274 7.133397 1.808261 0.01 -0.07 0.04
H 7.568407 5.084284 0.960565 -0.14 -0.05 0.02
C 2.187057 3.272910 -0.457436 0.05 0.02 -0.07
C 6.243046 3.323093 2.511013 0.09 -0.49 0.23
C -5.085243 5.669722 1.391031 0.01 -0.02 0.19
C -3.563129 4.334090 -1.523627 0.10 -0.25 -0.26
H -5.124777 -5.185693 3.503214 -0.12 -0.08 -0.02
H -6.009802 -6.680121 1.804204 -0.17 -0.04 0.11
N 0.789350 -0.965551 -2.414852 -1.46 -0.58 -0.17
P 0.749612 -2.336910 -1.320466 1.48 1.22 0.81
H 2.925306 -3.101013 -3.854612 0.42 0.14 0.01
H -4.521627 6.603213 1.395039 -0.11 -0.01 -0.12
H 8.754233 6.120470 3.177326 0.00 -0.07 -0.15
O -3.841242 5.365443 -0.686840 0.13 -0.33 -0.42
C 7.904315 6.458013 2.583577 -0.01 0.19 0.08
C 1.607737 2.737806 0.837605 0.28 0.52 -0.90
H -1.566970 8.890626 -1.715936 0.11 0.02 -0.14
H 3.012461 -10.773617 0.553602 0.02 0.07 -0.04
O -2.780241 4.385431 -2.422881 -0.68 -0.24 0.21
O -4.287891 3.233883 -1.200431 0.26 0.37 -0.10
H -0.835256 -2.027797 0.602627 0.14 0.14 -1.02
H 4.238866 -4.221476 -1.288528 -0.99 -0.15 0.21
C -0.891565 -1.798547 -0.501571 -1.88 -0.97 0.84
H -4.670489 5.031200 2.173862 0.08 0.02 -0.09
H 5.263639 5.862199 2.852198 0.21 0.04 0.01
H 2.533908 -1.905317 0.129157 -0.31 -0.42 0.06
H -3.338979 -4.335434 -0.454745 1.06 0.14 -0.21
C 5.673580 5.411438 1.943609 -0.36 0.27 -0.46
H 0.939428 -10.292377 -2.131579 0.17 -0.01 0.11
C 1.401435 0.837664 2.000454 0.03 -0.05 0.30
O 5.261160 4.042483 1.901022 0.39 0.06 0.12
O 0.859670 5.479903 -2.526840 0.47 0.67 0.40
C -4.902826 3.505455 0.062209 -0.38 -0.40 0.03
H -2.433251 7.371536 -1.925760 0.11 -0.02 0.05
C 7.170774 5.284950 1.960747 0.54 0.67 0.25
O 0.997681 -0.238177 2.328377 -0.01 0.44 0.10
C 3.120322 -4.314975 -1.183940 0.12 -0.10 -0.25
H 0.671228 3.257217 1.070556 0.03 -0.08 0.11
H 0.980565 -1.227205 -3.381793 0.56 0.00 0.35
H -4.837520 -2.827513 2.178108 0.04 -0.10 0.11
N 1.532884 -2.098102 0.268535 -0.27 0.91 -1.23
H 1.174228 -1.209803 0.661485 -0.05 -1.01 0.09
H 5.303285 5.955471 1.074673 -0.11 -0.20 0.00
O 0.198757 -8.423290 -1.719332 0.26 0.17 0.00
H -2.194420 8.430588 -3.307155 0.06 0.01 0.05
O -8.714414 -4.561120 4.293527 0.14 -0.06 -0.13
O 1.205916 -6.521302 -2.400824 -0.18 -0.34 -0.04
H -5.863821 2.998910 0.143304 0.11 -0.07 -0.19
H 3.574141 2.482966 1.735026 -0.14 0.01 -0.12
H 2.834467 -4.376186 -0.106002 0.25 0.04 -0.78
H -2.302537 -4.619963 -1.876402 0.12 0.52 0.84
C 1.376354 6.457897 -1.729880 0.50 -0.10 0.10
H 2.942768 -11.056834 -1.179058 0.01 0.12 -0.06
O -7.637555 -5.959666 2.886648 0.02 0.26 0.12
H 1.888272 4.308524 -0.610833 0.10 -0.26 0.07
O 2.018060 1.714317 2.832154 -0.33 -0.36 -0.26
```
Positions in Å, forces in eV/Å.

- total charge = 0
- LUMO (eV) = 0.3
- highest occupied orbital energy (eV) = -7.1040



ORCA calculation (wB97M-V/def2-TZVPD) on a 3-piece molecular cluster, C28H51BrClFN3O13S2 overall at a distorted geometry.

```
100
Properties=species:S:1:pos:R:3:forces:R:3
S -4.392272 7.639097 3.715303 0.23 -0.01 0.68
C -1.422475 -4.049340 0.466484 -1.62 -0.31 1.73
H -2.237686 2.792538 -3.204841 -0.12 -0.27 0.08
H -0.244759 3.852447 -2.486989 0.00 0.07 0.06
H -7.421218 10.431282 4.780827 0.06 0.02 0.07
H 3.065997 0.629111 -3.578965 -0.03 0.21 -0.19
H -3.219377 0.422189 -4.057151 0.06 0.05 -0.15
C 2.127506 -7.938979 1.703453 -0.05 -0.19 -0.23
H 1.914856 -8.301169 0.698200 0.00 0.03 0.00
C -0.147376 3.389063 -3.464617 -0.15 -0.48 -0.50
C 0.037831 2.922025 0.433403 0.59 0.16 0.60
H 4.633486 -0.132486 -3.225694 -0.01 -0.09 -0.35
C -1.502771 2.887369 -3.998833 0.14 0.46 0.23
H -2.995576 5.800490 3.526835 -0.03 -0.07 0.04
C -1.580835 5.445350 1.182637 -0.33 -0.73 -0.69
C 2.202425 -4.696787 -1.866423 -0.31 -0.66 -0.60
H -4.943149 10.290953 4.302823 0.10 -0.16 -0.06
H 1.704058 -8.658559 2.403718 0.02 0.06 0.07
O 2.156118 -4.855177 -0.455574 -0.30 0.41 -0.24
H -0.748528 6.027942 1.558480 0.10 0.11 0.05
H 5.230843 -11.548961 1.850798 -0.03 0.01 -0.02
O 4.300942 -9.050131 1.921712 0.15 -0.12 0.01
O -1.325269 3.003974 0.875628 -0.02 -0.38 -0.42
C 0.946368 2.329188 -3.431557 0.49 0.77 0.21
H 5.918221 -11.607413 0.206679 -0.05 0.05 -0.05
H -1.909557 3.610632 -4.698933 -0.13 0.07 -0.07
H -7.376495 8.758480 5.376849 0.00 0.06 0.06
H 6.594282 -10.473176 1.408614 -0.02 0.02 -0.01
C -6.910621 9.471891 4.697316 0.01 -0.22 -0.20
H 0.206667 4.160929 -4.142219 0.13 0.17 -0.02
C 0.404799 -0.473614 -1.032046 -2.05 0.73 -1.98
H -2.519101 5.928748 1.455601 0.12 -0.03 0.25
H 2.390367 -3.694283 -2.235491 0.06 0.15 0.26
H 1.625060 1.453236 0.580215 0.06 0.10 -0.33
O -2.111266 -4.092977 1.403790 1.22 -0.21 -1.64
C 3.620968 -7.787076 1.923483 -0.42 0.55 0.02
S 4.549806 -9.749075 0.507760 0.27 -0.22 0.50
O -4.749920 8.365887 5.082087 0.16 -0.16 0.00
H 0.861247 1.669639 -4.295532 -0.13 -0.28 0.03
O 1.016861 1.595308 -2.196805 -0.18 -0.51 -0.47
H -2.582055 -1.212059 -3.988111 -0.03 -0.20 -0.08
O 1.842134 -0.597591 2.754709 -0.01 -0.11 -0.04
H 2.667830 -1.521778 -2.465995 -0.20 -0.06 -0.15
H -3.785496 5.860748 5.121167 -0.03 -0.01 -0.03
H -1.399540 1.954251 -4.546675 -0.04 -0.18 0.04
H -2.414961 -1.138879 -0.179359 0.26 -0.01 0.27
H 0.137428 3.200823 -0.608668 -0.10 0.06 -0.06
N 1.123450 -2.646956 -0.303657 -0.35 0.27 -1.01
F -0.561280 -2.011402 -2.736998 0.58 0.32 -0.59
O 5.214116 -8.815265 -0.348130 -0.15 0.13 -0.21
H 3.804268 -7.347370 2.902875 0.18 -0.22 0.05
H 1.143353 -0.287770 -3.103377 0.31 0.03 0.05
C 1.828921 -3.769129 0.340286 1.43 -0.17 0.98
C -0.675414 -1.561788 -1.429095 0.43 -1.48 0.69
O 3.343483 -10.390061 0.092189 -0.10 0.06 -0.25
H 2.730372 -3.358696 0.789347 0.01 0.32 -0.20
O 2.210107 -0.849161 0.686397 -0.14 0.35 -0.23
H 4.450392 1.550166 -2.864441 -0.20 0.29 -0.27
C 1.635630 -1.263159 -0.547388 1.58 -0.17 0.98
H 1.272835 -5.070018 -2.299247 -0.17 0.12 0.01
H -2.406083 6.941706 4.758120 -0.03 0.05 0.00
H -4.269744 -0.826158 -3.513407 -0.10 -0.46 -0.06
H -0.424110 0.361211 -2.866599 -0.26 -0.30 0.19
H 4.065545 -7.120308 1.181378 0.07 -0.14 -0.07
Cl 4.198828 -2.281290 -0.879078 -0.12 -0.15 -0.26
H -5.323947 10.081224 6.003027 0.19 -0.21 0.06
C -3.281838 6.441821 4.353044 0.04 0.00 0.27
N 1.376149 -1.080507 1.813995 -0.29 -0.12 0.46
H 2.889702 0.967257 -0.993883 -0.23 0.00 -0.15
H -0.767229 -0.165975 0.730036 -0.07 -0.01 0.11
H -1.104786 1.008973 -0.499188 -0.08 -0.20 -0.35
H 1.267092 -4.140485 1.192050 -0.64 0.06 -0.11
C -0.084323 -2.784328 -0.708962 -0.51 -0.49 0.35
H 0.627151 3.581749 1.070185 0.19 0.31 -0.26
O -5.555627 6.969244 3.225429 -0.04 0.06 -0.37
C -3.238718 -0.508538 -3.493099 0.36 0.82 0.24
H -2.215164 0.748300 -2.094807 0.29 -0.10 0.32
H 2.985157 -5.336030 -2.256014 0.27 -0.06 0.16
H 1.910861 2.820371 -3.544720 0.14 0.06 0.14
C -0.300061 0.460985 -0.028651 1.12 -0.02 1.05
O -3.656237 8.550969 2.891559 -0.20 0.03 -0.34
C -2.802079 -0.163158 -2.049406 -0.50 -0.39 -0.54
H 0.371530 1.385671 1.777217 0.12 -0.03 0.15
C -1.544882 4.030594 1.749360 -0.10 1.44 -0.94
C -5.437412 9.631910 5.018299 -0.47 0.56 -0.03
H 1.624864 -6.978332 1.830527 0.07 0.02 0.07
N -0.691094 -3.994645 -0.519929 0.02 0.34 0.39
C 0.547245 0.274344 -2.383799 0.24 0.70 0.15
C 5.693168 -10.967945 1.057238 0.05 0.00 0.09
C 3.908295 0.611516 -2.900493 0.37 -0.38 0.83
C 2.885262 -1.184155 -1.461914 0.48 0.07 0.52
O -1.734823 3.830408 2.893408 -0.31 -0.71 1.62
H -1.588009 5.407132 0.097751 0.31 0.14 -0.15
H -7.054638 9.098344 3.684110 0.00 0.03 0.00
Br -3.237053 -2.915729 -1.671207 -0.04 0.29 0.13
H -3.719068 0.094690 -1.528600 -0.01 0.14 0.29
H 4.446064 0.212885 -0.918048 0.00 -0.22 0.43
C 0.553049 1.526682 0.713609 -0.86 -0.17 0.13
C 3.516317 0.221788 -1.468488 -0.04 0.28 -0.79
C -2.165387 -1.305663 -1.216905 -0.66 0.28 -0.40
```
Positions in Å, forces in eV/Å.

- total charge = +1
- LUMO (eV) = -4.2
- highest occupied orbital energy (eV) = -12.1072



ORCA calculation (wB97M-V/def2-TZVPD) on a 2-piece molecular cluster, C28H51ClF8N3O3S overall at a distorted geometry.

```
95
Properties=species:S:1:pos:R:3:forces:R:3
O -3.959237 3.869880 -0.331832 -1.85 -0.87 0.36
H 2.465525 -1.802861 2.068029 0.28 -0.25 0.54
F -0.250637 -4.920835 -1.156352 -0.12 -0.06 0.09
C -1.887289 2.219797 0.173455 0.10 -0.81 0.79
C -6.039924 0.644702 2.141525 0.34 0.04 0.62
H -0.219253 1.243634 3.882223 -0.42 -0.04 0.08
H 5.941442 1.391244 -0.610976 0.08 0.47 -0.37
H -5.069028 -0.002748 -0.146735 -0.18 0.17 0.59
C 10.051506 3.710977 0.195730 -0.08 -0.48 -0.16
H 8.020236 -0.287250 0.779945 0.11 -0.68 0.06
H -3.177875 1.547186 2.788810 0.33 0.23 0.34
H 9.355823 2.192991 -1.148968 -0.12 -0.07 -0.61
C -2.937054 -4.515679 -3.289069 -0.25 -0.10 0.09
S -2.633232 3.865703 0.149526 0.27 0.59 -0.53
C -3.595151 1.040089 1.935532 -0.50 0.46 -0.60
H -2.769044 -1.100597 0.346917 0.02 -0.57 0.39
H 0.996596 -0.291913 2.623557 -0.23 0.22 0.67
N -0.359651 1.925184 3.149395 0.66 0.37 0.88
H 3.784494 0.850359 0.070223 -0.18 0.65 -0.16
C 8.575129 1.786053 0.800126 -0.50 -0.55 -0.77
H -2.412296 3.791929 2.524662 0.06 -0.45 0.50
C -4.272120 -0.206521 -0.829591 0.40 0.49 -0.71
H -0.137496 0.042406 -0.149026 -0.15 0.41 -0.37
H -2.037398 -2.694808 -4.031596 -0.07 0.05 0.00
C -2.151530 -5.667902 0.056242 -0.07 0.04 0.26
H -3.398796 5.064664 1.955828 -0.68 0.45 0.02
C -0.733106 1.595364 1.972558 -0.10 -0.46 -0.53
C -3.337717 1.411039 -2.662240 -0.07 -0.26 -0.29
H -5.162282 1.809173 0.641061 0.08 0.80 -0.47
H -0.543498 -1.327794 0.794290 -0.49 -0.71 0.05
C -2.567879 0.909375 0.813952 1.94 0.54 0.31
O -1.738103 4.616503 -0.640832 1.95 0.83 -1.04
H 8.992704 1.483371 1.743855 0.23 0.13 0.57
H -2.161689 -0.240232 -0.995183 0.58 0.19 -0.33
C -2.516864 -3.044907 -3.116142 -0.02 -0.01 0.17
C -5.678756 1.580149 -1.961934 0.09 0.02 -0.26
H 10.102177 3.834780 1.263534 0.20 0.19 0.50
H 3.873263 0.131986 1.654866 -0.07 0.26 0.59
F -3.606132 -4.546212 -4.458564 -0.15 -0.06 -0.07
H -5.918730 1.942400 -2.943776 -0.32 0.31 -0.55
H -0.983504 -7.021426 -2.840817 0.12 -0.01 0.06
H -5.432690 2.451205 -1.379398 -0.05 0.25 0.45
F -3.634094 -2.330544 -2.853665 0.02 0.11 -0.24
H -1.653300 5.219731 1.779647 0.51 0.21 -0.10
C -2.485629 4.547246 1.770445 -0.18 -0.51 0.14
F -2.969750 -4.643314 -0.291117 0.62 -0.01 0.97
H 6.028476 1.435297 1.120789 -0.01 0.53 0.51
C 4.001676 -0.058788 0.603042 -0.15 -0.43 -0.41
C 1.104692 -0.265153 1.557529 -0.41 -0.53 -0.44
O -1.871251 -5.347293 -3.385280 0.44 0.41 0.39
H -3.751132 0.025923 2.243425 0.04 -0.67 0.33
H 1.369506 -2.281153 0.847776 -0.66 -0.75 -0.31
H 2.569848 -0.904102 -0.787047 -0.13 0.20 -0.45
C 3.030327 -1.143518 0.160637 -0.12 -0.19 0.12
C -4.507630 0.637345 -2.106172 -0.08 0.25 0.44
C 1.962855 -1.464236 1.181328 0.55 0.54 0.00
H 0.217221 2.395484 0.404335 0.23 0.45 0.05
F -1.512783 -5.316010 1.191794 0.14 0.08 0.11
H 3.579579 -2.050643 -0.008006 0.34 -0.56 -0.17
H 5.534998 -0.983868 -0.552985 0.11 -0.37 -0.53
H -4.446288 -1.216331 -1.125244 0.02 -0.80 -0.02
N -1.336974 0.418545 1.629728 -0.07 -0.97 0.24
Cl -5.281482 3.085330 2.641004 0.12 0.66 0.00
C -2.875346 -0.181554 -0.198945 -1.22 0.15 0.19
H 10.528120 1.655761 0.031603 0.47 -0.42 -0.25
C -0.257036 -0.304404 0.869164 0.11 -0.37 0.23
C 5.450654 -0.405784 0.349539 -0.02 0.38 -0.03
H 9.302950 4.380582 -0.181750 -0.39 0.52 -0.17
H -2.748812 -6.559582 0.260289 -0.06 0.01 -0.08
H -2.619428 -6.901953 -2.252314 0.00 0.02 0.11
H -4.803404 -0.037716 -2.884573 -0.04 -0.68 -0.39
H -3.590992 1.708680 -3.661659 -0.15 0.30 -0.60
H 10.999686 3.957221 -0.245703 0.45 0.29 -0.15
C -1.698680 -6.335715 -2.393855 0.03 -1.12 -0.50
H -7.024668 1.061985 2.076198 -0.56 0.06 -0.35
C 9.665182 2.280612 -0.124390 0.24 0.23 0.80
C -4.988565 1.626366 1.679319 -0.25 -0.88 0.09
N -0.642536 2.446955 0.929728 -0.85 1.21 0.20
H 7.878133 2.589419 0.978528 -0.26 0.46 0.21
C 6.288936 0.849823 0.255891 -0.30 -0.74 0.28
C 7.777730 0.595809 0.221292 0.06 1.21 0.19
H 1.648043 0.612635 1.254500 0.23 0.69 0.22
H -3.128366 2.321214 -2.133269 0.11 0.38 0.33
H 8.063036 0.495923 -0.809102 0.31 -0.55 -0.50
H 5.818351 -1.007976 1.162031 0.21 -0.50 0.36
H -5.942343 -0.304553 1.648730 -0.20 -0.41 -0.44
H -6.550662 1.070510 -1.589244 -0.43 -0.13 0.33
H -2.452641 0.811384 -2.774721 0.62 -0.29 0.08
H -1.556175 1.942608 -0.799709 -0.49 0.36 -1.12
H -5.861167 0.462289 3.186817 0.00 -0.20 0.62
F -1.666888 -2.855233 -2.075822 -0.12 -0.13 -0.11
H -0.133182 2.895032 3.319513 0.44 -0.02 0.03
F -3.779670 -4.926708 -2.315956 -0.39 0.31 -1.24
C -1.116774 -5.956146 -1.036436 0.13 0.53 -0.13
F -0.403289 -7.027884 -0.600467 -0.14 -0.08 0.03
```
Positions in Å, forces in eV/Å.

- energy relative to the best compared isomer or geometry (same formula, charge and spin) (kcal per mole) = 21.22
- total charge = +1
- LUMO (eV) = -3.8
- highest occupied orbital energy (eV) = -12.3135